Entry 1:
{
  "formula": "C17H18F2N4O3",
  "method": "the ωB97M-V functional and the def2-TZVPD basis",
  "species": ["O", "O", "F", "F", "N", "N", "O", "C", "C", "C", "C", "C", "C", "C", "C", "C", "C", "C", "C", "N", "N", "C", "C", "C", "C", "C", "H", "H", "H", "H", "H", "H", "H", "H", "H", "H", "H", "H", "H", "H", "H", "H", "H", "H"],
  "positions_angstrom": [[-2.769, -0.238, 0.221], [-1.038, 2.138, -0.693], [3.949, -1.352, 1.922], [1.151, 2.375, 3.171], [1.812, 0.044, -3.099], [0.274, -0.067, 1.792], [-2.620, 0.121, 2.470], [-2.084, 0.074, 1.171], [-0.452, 1.046, -0.360], [1.194, -1.088, -2.656], [0.403, -0.835, -1.561], [0.452, 0.475, -1.313], [-0.712, 0.315, 0.909], [4.563, 1.401, 4.268], [4.726, 0.266, 3.471], [3.291, 2.075, 4.127], [3.836, -0.139, 2.529], [2.317, 1.687, 3.207], [2.531, 0.454, 2.415], [1.611, -0.015, 1.459], [1.390, 1.013, -2.253], [1.578, -2.375, -3.300], [-4.737, 0.205, 3.888], [0.894, 3.247, -3.303], [-4.010, -0.117, 2.541], [1.842, 2.411, -2.420], [-0.262, -1.546, -1.065], [5.309, 1.725, 4.994], [5.696, -0.243, 3.641], [3.126, 2.914, 4.771], [1.932, -0.660, 0.790], [2.584, -2.346, -3.726], [1.626, -3.276, -2.702], [0.798, -2.574, -4.036], [-4.592, -0.591, 4.646], [-4.182, 1.066, 4.308], [-5.800, 0.611, 3.612], [0.419, 2.542, -4.026], [1.223, 4.193, -3.826], [0.117, 3.572, -2.640], [-4.128, -1.146, 2.395], [-4.606, 0.484, 1.774], [2.821, 2.541, -2.744], [1.814, 2.895, -1.486]],
  "mulliken_charge": [-0.537, -0.654, -0.293, -0.242, -0.999, -0.657, -0.294, 0.268, 0.702, 0.064, 0.146, -0.075, 0.311, -0.578, -0.334, -0.382, 0.011, 0.378, 0.219, 0.147, 0.868, -1.199, -1.021, -0.902, -0.247, -0.648, 0.457, 0.374, 0.325, 0.414, 0.327, 0.341, 0.355, 0.272, 0.305, 0.291, 0.295, 0.250, 0.339, 0.247, 0.324, 0.274, 0.503, 0.256],
  "multiplicity": 1,
  "total_charge": 0,
  "homo_ev": -8.361,
  "largest_force_ev_per_a": 6.85
}

Entry 2:
{
  "formula": "C5H15N2",
  "method": "the ωB97M-V functional and the def2-TZVPD basis",
  "species": ["N", "C", "C", "C", "C", "C", "N", "H", "H", "H", "H", "H", "H", "H", "H", "H", "H", "H", "H", "H", "H", "H"],
  "positions_angstrom": [[1.475, 0.011, -0.085], [0.065, -0.069, 0.456], [-0.825, -0.751, -0.546], [-0.762, -2.287, -0.535], [-0.766, -0.165, -1.962], [-0.258, 1.396, 0.917], [0.835, 1.763, 1.824], [2.051, 0.569, 0.551], [1.889, -0.925, -0.057], [1.420, 0.218, -1.081], [0.115, -0.579, 1.416], [-1.857, -0.493, -0.279], [-1.675, -2.710, -0.948], [0.080, -2.676, -1.105], [-0.753, -2.609, 0.507], [-1.565, -0.657, -2.518], [-0.884, 0.902, -2.143], [0.140, -0.371, -2.561], [-0.510, 2.079, 0.112], [-1.205, 1.280, 1.446], [0.455, 1.771, 2.758], [1.176, 2.703, 1.661]],
  "mulliken_charge": [-0.198, -0.077, 0.634, -1.508, -1.794, -0.748, -0.592, 0.388, 0.356, 0.318, 0.328, 0.257, 0.412, 0.347, 0.396, 0.402, 0.345, 0.467, 0.383, 0.413, 0.256, 0.215],
  "multiplicity": 1,
  "total_charge": 1,
  "homo_ev": -14.398,
  "relative_energy_ev": 0.4977,
  "largest_force_ev_per_a": 2.20
}